No. 1
Molecular formula: C4H7N3O
Method: DFT, ωB97M-V/def2-TZVPD

**Multiplicity**: 1
**E_tot**: -396.022992 Ha
**Frontier orbital gap**: 0.351 Eh
**SMILES**: OC[C@@H]1C=NNC=N1
**HOMO**: -8.70 eV
**M**: 113.1 g mol⁻¹

Last column: Mulliken charge in e.
Cartesian coordinates (Å):
C: -1.61 -0.56 0.62  -0.471
C: -0.43 -0.52 -0.46  0.288
C: 0.86 -1.28 -0.40  -0.315
C: 0.98 1.41 -0.18  0.002
H: -1.88 1.25 -0.04  0.405
H: -1.37 -0.11 1.58  0.259
H: -2.07 -1.52 0.61  0.339
H: -0.96 -0.78 -1.40  0.284
H: 0.87 -2.32 -0.64  0.425
H: 2.78 0.89 0.94  0.222
H: 1.44 2.45 -0.48  0.281
N: 2.02 -0.81 0.01  -0.537
N: 1.98 0.53 0.45  -0.061
N: -0.15 0.94 -0.53  -0.571
O: -2.44 0.44 -0.07  -0.550

***

No. 2
Molecular formula: C5H11NOS2
Method: DFT, ωB97M-V/def2-TZVPD

**Multiplicity**: 1
**E_tot**: -1123.462067 Ha
**Frontier orbital gap**: 0.334 Eh
**SMILES**: OCCCCNC(=S)S
**HOMO**: -8.55 eV
**M**: 165.3 g mol⁻¹

Last column: Mulliken charge in e.
Cartesian coordinates (Å):
C: 1.84 1.22 0.33  -0.497
C: 1.28 -0.17 0.89  -0.501
C: 0.95 -1.16 -0.25  -0.967
C: -0.60 -1.31 -0.48  -0.765
C: -2.22 0.60 -0.22  0.448
H: 0.34 2.35 -0.02  0.253
H: 2.06 1.93 1.14  0.383
H: 2.78 1.01 -0.23  0.316
H: 0.38 -0.11 1.57  0.259
H: 2.06 -0.65 1.41  0.375
H: 1.23 -2.17 0.02  0.389
H: 1.46 -0.88 -1.17  0.434
H: -0.89 -2.00 -1.26  0.375
H: -1.06 -1.63 0.52  0.404
H: -0.40 0.72 -0.89  0.359
H: -3.21 -1.51 -0.37  0.140
N: -1.10 0.02 -0.78  -0.290
O: 1.00 1.91 -0.55  -0.543
S: -3.51 -0.40 0.34  -0.186
S: -2.37 2.23 0.00  -0.386

***

No. 3
Molecular formula: C27H27CoN4O3S2Si
Method: DFT, ωB97M-V/def2-TZVPD

**Multiplicity**: 1
**E_tot**: -3958.615944 Ha
**Frontier orbital gap**: 0.245 Eh
**HOMO**: -6.92 eV
**M**: 606.7 g mol⁻¹

Last column: Mulliken charge in e.
Cartesian coordinates (Å):
Co: 0.30 -0.67 0.00  -2.266
C: -0.22 -0.79 4.20  -1.104
C: -0.52 -0.77 2.84  0.219
N: 0.42 -0.73 1.92  0.974
C: 1.72 -0.74 2.29  -0.258
C: 2.11 -0.76 3.65  0.954
C: 1.09 -0.77 4.61  -0.751
C: 3.48 -0.75 3.98  -0.990
C: 4.41 -0.74 2.97  -1.062
C: 4.03 -0.73 1.62  -0.659
C: 2.69 -0.74 1.24  0.762
N: 2.13 -0.73 0.00  1.133
C: 2.69 -0.71 -1.25  1.275
C: 4.04 -0.74 -1.62  -0.782
C: 4.41 -0.76 -2.97  -1.131
C: 3.49 -0.75 -3.98  -0.995
C: 2.12 -0.69 -3.66  0.780
C: 1.10 -0.69 -4.63  -0.648
C: -0.22 -0.63 -4.22  -1.048
C: -0.51 -0.54 -2.86  0.026
N: 0.43 -0.52 -1.94  0.898
C: 1.73 -0.64 -2.30  -0.243
H: -1.03 -0.82 4.92  0.430
H: -1.54 -0.79 2.50  0.410
H: 1.35 -0.78 5.67  0.438
H: 3.78 -0.77 5.02  0.414
H: 5.46 -0.74 3.21  0.401
H: 4.82 -0.71 0.89  0.415
H: 4.82 -0.77 -0.89  0.343
H: 5.46 -0.79 -3.21  0.388
H: 3.79 -0.79 -5.02  0.404
H: 1.36 -0.75 -5.68  0.436
H: -1.02 -0.65 -4.94  0.433
H: -1.53 -0.46 -2.52  0.385
C: -3.88 4.12 -1.56  -1.099
Si: -2.89 3.69 -0.01  0.194
C: -3.89 4.13 1.54  -1.102
C: -1.32 4.72 0.00  -1.027
C: -2.74 1.79 0.00  0.316
C: -3.91 1.04 -0.01  -0.160
C: -3.89 -0.35 0.00  -1.512
C: -2.67 -1.00 0.02  -0.297
N: -1.53 -0.30 0.02  0.967
C: -1.54 1.05 0.03  0.929
S: 0.06 1.70 0.07  -0.742
H: -4.06 5.20 -1.60  0.325
H: -4.85 3.62 -1.59  0.343
H: -3.33 3.85 -2.46  0.336
H: -4.08 5.21 1.57  0.328
H: -3.35 3.86 2.45  0.336
H: -4.86 3.62 1.56  0.342
H: -1.60 5.78 -0.01  0.338
H: -0.70 4.53 -0.87  0.326
H: -0.71 4.54 0.88  0.323
H: -4.87 1.55 -0.02  0.325
H: -4.80 -0.93 0.00  0.434
H: -2.57 -2.08 0.04  0.499
C: 0.50 -5.08 -0.46  -1.080
S: -0.14 -3.73 0.52  1.178
O: 0.70 -3.60 1.68  -0.670
O: -1.54 -3.99 0.79  -0.753
O: 0.02 -2.59 -0.45  -0.361
H: 0.27 -6.03 0.03  0.398
H: 1.57 -4.92 -0.54  0.289
H: 0.02 -5.01 -1.43  0.290

***

No. 4
Molecular formula: C2H3ClS
Method: DFT, ωB97M-V/def2-TZVPD

**Multiplicity**: 1
**E_tot**: -936.341211 Ha
**Frontier orbital gap**: 0.305 Eh
**SMILES**: CC(=S)Cl
**HOMO**: -8.95 eV
**M**: 94.6 g mol⁻¹

Last column: Mulliken charge in e.
Cartesian coordinates (Å):
C: 0.71 0.06 -0.05  0.245
C: -0.69 0.01 -0.04  -0.786
S: 1.69 1.45 0.27  -0.196
Cl: 1.50 -1.41 -0.32  -0.119
H: -1.28 -0.66 -0.84  0.298
H: -0.84 -0.49 0.95  0.275
H: -1.09 1.04 0.03  0.282

***

No. 5
Molecular formula: H3PS2
Method: DFT, ωB97M-V/def2-TZVPD

**Multiplicity**: 1
**E_tot**: -1139.431627 Ha
**Frontier orbital gap (spin up / spin down)**: 0.253 / 0.261 Eh
**HOMO (spin up / spin down)**: -8.86 / -8.98 eV
**M**: 98.1 g mol⁻¹

Last column: Mulliken charge in e.
Cartesian coordinates (Å):
P: -2.31 -1.84 -0.04  0.055
S: 0.23 0.16 -0.09  -0.193
S: -1.57 -0.11 0.52  0.098
H: -1.19 -2.03 -0.95  0.092
H: 2.77 2.13 0.38  0.191
H: 2.07 1.68 0.18  -0.243

***

No. 6
Molecular formula: C6H14N2O
Method: DFT, ωB97M-V/def2-TZVPD

**Multiplicity**: 1
**E_tot**: -421.588091 Ha
**Frontier orbital gap**: 0.255 Eh
**HOMO**: -6.40 eV
**M**: 130.2 g mol⁻¹

Last column: Mulliken charge in e.
Cartesian coordinates (Å):
C: 1.13 1.01 0.99  -0.952
C: 1.41 -1.96 0.38  -1.409
C: 0.76 -0.79 -0.31  0.781
N: 1.76 1.98 0.14  -0.568
O: 1.03 -0.45 -1.43  -0.614
H: 2.08 1.55 -0.73  0.257
H: 1.06 2.67 -0.14  0.276
H: 1.89 0.38 1.47  0.419
H: 0.68 1.50 1.86  0.414
H: 1.07 -2.90 -0.08  0.364
H: 2.49 -1.90 0.27  0.369
H: 1.16 -1.99 1.44  0.399
C: -1.87 -1.21 -0.85  -0.915
N: -0.92 -0.60 0.12  -0.094
C: -1.03 0.86 0.39  -0.073
C: -1.32 1.72 -0.65  -1.101
H: -1.01 -1.08 1.02  0.423
H: -1.50 1.02 1.36  0.393
H: -1.73 -0.74 -1.81  0.373
H: -2.89 -1.05 -0.50  0.346
H: -1.67 -2.28 -0.90  0.304
H: -1.69 2.71 -0.41  0.345
H: -0.90 1.56 -1.63  0.259

***

No. 7
Molecular formula: C6H15NO
Method: DFT, ωB97M-V/def2-TZVPD

**Multiplicity**: 1
**E_tot**: -367.484535 Ha
**Frontier orbital gap**: 0.351 Eh
**SMILES**: C=CCCNCC.O
**HOMO**: -8.61 eV
**M**: 117.2 g mol⁻¹

Last column: Mulliken charge in e.
Cartesian coordinates (Å):
C: -1.41 -0.15 0.81  -0.275
N: -0.66 1.04 0.49  -0.364
C: 0.20 1.10 -0.76  -0.802
C: 1.42 0.16 -0.56  -0.224
C: 1.73 -0.95 -1.47  -0.284
C: 0.86 -1.43 -2.30  -0.680
C: -2.20 -0.48 -0.47  -1.283
H: -2.00 0.17 1.69  0.430
H: -0.71 -0.95 1.25  0.284
H: -1.14 1.87 0.64  0.160
H: -0.43 0.86 -1.57  0.450
H: 0.70 2.12 -0.62  0.264
H: 2.43 0.72 -0.30  0.328
H: 1.27 -0.31 0.53  0.119
H: 2.65 -1.36 -1.25  0.420
H: 1.03 -2.47 -2.69  0.211
H: 0.03 -0.85 -2.87  0.278
H: -3.18 -0.94 -0.16  0.354
H: -2.56 0.30 -1.07  0.457
H: -1.61 -0.99 -1.25  0.167
H: 1.33 0.50 3.33  0.291
H: 0.04 0.88 2.64  0.349
O: 0.40 0.46 3.34  -0.650

***

No. 8
Molecular formula: H26O13
Method: DFT, ωB97M-V/def2-TZVPD

**Multiplicity**: 1
**E_tot**: -993.527572 Ha
**Frontier orbital gap**: 0.277 Eh
**HOMO**: -7.72 eV
**M**: 234.2 g mol⁻¹

Last column: Mulliken charge in e.
Cartesian coordinates (Å):
H: 0.32 -0.48 -0.91  0.418
H: -0.86 0.31 -0.36  0.218
H: -0.08 -1.37 -2.60  0.327
H: 1.43 -1.43 -2.72  0.300
H: -6.06 -0.40 0.13  0.289
H: -5.02 0.67 -0.17  0.264
H: -0.06 -3.47 0.99  0.293
H: 1.24 -4.12 1.42  0.306
H: 4.26 -1.66 0.91  0.302
H: 5.77 -1.59 1.06  0.313
H: 1.73 2.66 2.83  0.342
H: 1.04 3.33 1.65  0.300
H: 4.19 -0.39 -2.00  0.314
H: 3.52 -1.68 -2.47  0.268
H: -3.21 -0.55 3.03  0.307
H: -1.93 -1.37 3.01  0.290
H: -3.13 3.05 -0.93  0.274
H: -2.90 2.03 0.18  0.287
H: -4.12 -2.33 -0.28  0.308
H: -4.12 -3.40 -1.35  0.301
H: 0.38 0.45 1.97  0.274
H: 1.50 -0.07 2.85  0.285
H: 1.81 0.65 -1.06  0.310
H: 2.99 -0.22 -0.66  0.346
H: -1.12 4.43 -2.39  0.277
H: -0.45 4.99 -1.14  0.299
O: 0.10 0.33 -0.44  -0.688
O: 0.72 -1.50 -2.08  -0.633
O: -5.11 -0.27 0.02  -0.546
O: 0.76 -3.82 0.64  -0.599
O: 4.95 -1.21 1.41  -0.616
O: 1.72 3.48 2.32  -0.623
O: 3.38 -0.73 -2.40  -0.585
O: -2.86 -1.40 2.75  -0.593
O: -2.43 2.60 -0.44  -0.535
O: -4.23 -2.45 -1.23  -0.623
O: 1.32 0.58 2.16  -0.587
O: 2.74 0.48 -1.27  -0.608
O: -0.69 4.16 -1.57  -0.575

***

No. 9
Molecular formula: C2H2ClN
Method: DFT, ωB97M-V/def2-TZVPD

**Multiplicity**: 1
**E_tot**: -592.241089 Ha
**Frontier orbital gap**: 0.383 Eh
**SMILES**: ClC1=NC1
**HOMO**: -9.91 eV
**M**: 75.5 g mol⁻¹

Last column: Mulliken charge in e.
Cartesian coordinates (Å):
C: -1.78 0.40 0.04  0.232
C: -0.30 0.26 0.00  -0.109
N: -0.97 1.55 -0.02  -0.386
Cl: -3.32 -0.23 0.01  -0.102
H: 0.30 0.02 0.84  0.206
H: 0.26 -0.16 -0.95  0.158

***

No. 10
Molecular formula: C2H6Se
Method: DFT, ωB97M-V/def2-TZVPD

**Multiplicity**: 1
**E_tot**: -2481.170445 Ha
**Frontier orbital gap**: 0.348 Eh
**SMILES**: CC[SeH]
**HOMO**: -8.74 eV
**M**: 109.0 g mol⁻¹

Last column: Mulliken charge in e.
Cartesian coordinates (Å):
C: 0.83 0.14 -0.64  -0.914
C: -0.08 -0.45 0.43  -0.613
Se: -1.87 -0.34 -0.20  -0.084
H: 0.76 -0.30 -1.56  0.366
H: 0.34 1.12 -0.81  0.282
H: 1.90 0.12 -0.29  0.276
H: -0.06 0.29 1.50  0.227
H: 0.20 -1.43 0.89  0.344
H: -2.02 0.85 0.67  0.116

***

no.,F_max (hartree/bohr)
1,0.0704
2,0.0466
3,0.0233
4,0.1173
5,0.0595
6,0.0506
7,0.0889
8,0.1828
9,0.1499
10,0.0854